# 1
Formula: C84H206N10O12
Source: the OMol25 dataset
Level of theory: the ωB97M-V functional and the def2-TZVPD basis

Results
Frontier orbital gap = 0.315 hartree
LUMO level = 0.55 eV

Geometry as XYZ:
```
312
Properties=species:S:1:pos:R:3:forces:R:3
O 16.330 18.349 18.904 0.30 0.39 -0.67
O 17.472 18.241 15.470 -0.52 -0.43 0.08
O 19.035 21.355 18.358 -1.74 -0.11 -0.27
O 23.502 23.939 16.292 0.02 0.15 -0.45
O 22.417 20.976 19.242 1.47 0.13 1.05
O 27.796 20.298 18.771 0.09 0.39 -0.07
O 34.297 14.664 10.354 -0.48 -1.09 -0.64
O 14.111 18.551 20.901 0.94 -0.01 -0.47
O 25.893 22.249 17.592 0.29 0.69 0.89
O 31.971 14.767 12.115 -1.08 0.25 -0.70
O 28.983 14.627 12.166 -1.03 1.29 -0.10
O 24.256 22.337 21.130 -0.44 -1.45 -0.21
N 29.460 17.888 14.876 0.55 -1.06 -0.24
N 18.297 12.850 16.984 0.96 -0.10 -0.40
N 18.260 22.442 13.890 0.11 -1.34 0.47
N 26.554 12.047 18.941 -0.86 -0.42 1.84
N 20.314 17.418 11.193 1.28 -1.82 0.25
N 22.967 17.827 15.217 -0.29 -1.05 -0.16
N 24.140 13.000 13.145 -0.39 0.55 -0.80
N 22.909 23.067 11.241 -0.08 -1.33 -0.10
N 28.551 18.637 9.617 -0.70 -0.34 -0.23
N 22.670 16.810 20.761 1.44 -1.16 1.08
C 24.764 21.808 16.905 -0.97 1.32 -1.24
C 24.577 17.965 13.372 -0.21 -0.62 -1.17
C 25.273 13.790 13.665 -1.73 0.35 -0.19
C 22.833 20.470 20.515 -0.66 -0.66 -0.11
C 15.510 18.741 21.125 -1.49 0.31 1.52
C 22.962 22.041 12.317 -0.14 0.04 -0.56
C 19.456 18.454 11.693 -0.39 -0.46 -0.41
C 17.123 13.650 17.094 -0.69 1.24 -0.07
C 18.056 24.906 13.995 -1.49 0.39 1.75
C 16.681 18.945 17.641 -0.42 -0.40 -0.40
C 19.427 13.436 16.252 0.22 0.62 1.02
C 25.063 12.154 19.108 1.53 0.28 0.33
C 18.090 11.476 16.548 0.65 0.07 -0.10
C 26.378 12.925 14.090 0.65 0.23 1.91
C 22.861 17.288 16.565 0.06 -0.06 0.08
C 26.925 14.456 19.120 -0.19 0.87 0.68
C 23.398 11.252 11.508 -1.35 0.71 0.86
C 16.915 17.766 16.692 -0.25 0.82 0.15
C 28.011 17.833 14.842 0.12 -0.66 1.35
C 23.047 13.960 12.821 -0.04 -1.78 0.94
C 25.539 22.914 21.029 0.05 -0.15 0.76
C 29.916 18.994 9.820 0.98 -0.62 1.77
C 21.144 20.584 18.855 -0.31 -0.21 -0.42
C 17.286 17.305 14.420 -0.33 1.11 -0.51
C 22.938 15.471 20.136 -0.40 0.52 -0.13
C 20.392 16.893 19.860 0.13 -0.88 -0.84
C 22.611 14.208 20.928 -0.77 0.59 0.72
C 27.081 21.796 17.072 1.64 -1.79 -1.63
C 16.204 13.793 15.861 0.40 -1.27 1.17
C 23.479 24.309 11.636 -0.32 1.25 0.87
C 20.650 18.744 15.244 -0.67 -0.40 -0.48
C 23.703 18.060 17.599 -0.80 0.17 0.47
C 22.518 21.482 9.391 0.28 0.75 -0.76
C 20.444 22.422 15.125 0.38 -1.49 0.47
C 28.178 21.480 18.107 -0.75 1.33 -0.11
C 27.233 13.190 18.385 0.06 -0.56 -0.43
C 17.985 22.292 18.497 0.58 0.69 -0.11
C 33.126 15.514 12.316 0.51 -1.23 0.69
C 28.346 20.088 20.053 -1.32 -0.39 0.38
C 19.574 19.681 10.831 0.61 0.95 0.02
C 29.759 20.317 14.817 -0.65 1.52 -0.26
C 19.828 16.060 11.620 1.07 0.70 0.18
C 24.962 16.789 21.758 0.87 0.62 -0.35
C 18.668 15.499 10.810 -0.59 1.16 0.75
C 20.226 21.786 18.861 2.03 0.09 -0.50
C 24.488 12.194 11.917 0.19 -0.24 2.54
C 30.080 18.990 14.196 -1.56 0.68 -0.67
C 21.298 17.114 21.049 -0.83 0.87 1.12
C 16.152 19.299 19.928 0.89 0.16 -0.24
C 28.954 14.541 10.748 -0.19 0.11 0.66
C 35.469 14.169 10.860 1.87 -0.67 0.58
C 27.986 19.582 8.641 0.06 0.49 1.20
C 26.537 19.328 8.268 -0.10 0.61 -0.09
C 24.498 24.914 16.380 0.22 0.13 -1.11
C 22.527 25.069 12.615 0.33 -0.11 0.40
C 24.387 12.329 17.775 -1.81 -0.21 1.05
C 23.428 22.607 9.956 -1.87 -0.68 0.61
C 24.206 20.899 20.911 -0.09 0.94 0.63
C 19.843 14.873 16.662 -0.23 -0.73 -0.87
C 23.506 17.002 22.026 -1.84 0.42 -0.52
C 30.744 17.862 10.424 0.59 -0.61 -0.66
C 24.399 21.694 12.843 -1.32 -0.41 0.93
C 29.890 13.898 12.919 -0.06 -1.11 -0.10
C 23.626 22.812 17.110 0.65 0.12 1.73
C 16.996 10.811 17.307 -1.09 -1.61 0.94
C 22.416 14.551 14.079 1.49 -0.44 0.51
C 17.713 23.569 14.653 -0.12 0.21 -1.39
C 24.345 18.068 14.841 -0.84 1.08 0.18
C 13.352 18.084 21.967 -1.41 0.48 0.33
C 27.552 19.927 11.566 0.11 -0.53 1.30
C 22.734 17.116 10.493 -1.05 0.75 0.48
C 27.772 18.585 10.868 0.43 -0.48 -0.48
C 26.954 10.812 18.312 0.14 0.07 -0.01
C 17.675 21.160 14.377 0.75 0.34 -0.34
C 33.784 15.737 11.008 -0.80 1.77 -0.25
C 27.464 16.408 15.110 -0.58 1.02 -0.13
C 22.112 18.956 14.974 0.88 0.95 -0.08
C 30.006 17.673 16.223 -0.51 1.05 -0.08
C 16.232 21.053 13.945 -0.51 -0.32 -0.13
C 19.735 22.270 13.767 0.22 1.30 0.82
C 21.770 17.624 11.613 -0.98 0.23 -2.02
C 31.170 14.608 13.245 -0.07 0.33 1.18
C 26.749 9.539 19.117 0.49 -0.53 -0.17
C 31.513 17.867 16.396 1.03 0.11 -1.85
H 22.890 26.096 12.890 -0.33 -0.85 -0.56
H 24.444 11.470 17.135 0.18 -0.38 -0.34
H 22.672 16.055 10.392 -0.08 -0.80 -0.21
H 21.549 22.438 15.065 -0.54 0.11 -0.12
H 31.115 18.779 14.165 1.17 0.03 -0.42
H 19.598 15.087 17.678 0.06 0.03 0.90
H 24.734 13.191 17.288 0.76 1.16 -0.94
H 29.660 19.114 13.181 0.45 -0.77 0.08
H 18.254 20.400 13.835 -0.28 -0.17 0.34
H 21.960 17.172 12.586 0.13 -0.05 0.14
H 25.980 14.848 18.748 -0.12 0.27 0.19
H 23.320 12.541 17.932 0.00 -0.22 -0.02
H 35.454 13.446 11.700 -0.78 0.14 -0.32
H 28.158 20.600 9.082 -0.40 -0.22 -0.68
H 24.723 18.184 17.289 0.62 -0.21 -0.14
H 28.418 20.591 11.675 0.10 -0.37 -0.24
H 23.484 14.724 12.213 -0.07 0.82 -0.85
H 17.482 25.665 14.596 0.59 -0.33 -0.79
H 22.526 21.065 11.939 0.29 1.18 0.33
H 16.481 13.253 17.870 -0.03 -0.22 0.40
H 27.670 15.256 19.057 0.04 -0.23 -0.57
H 22.724 22.287 16.895 -0.84 -0.53 0.41
H 17.922 11.398 15.453 -0.11 0.07 0.24
H 24.322 21.193 13.836 -0.16 -0.10 -0.78
H 20.183 23.047 13.131 -0.51 0.04 -0.14
H 17.074 21.806 18.193 -0.43 -0.23 0.20
H 26.840 18.131 10.534 -0.43 0.25 0.44
H 25.400 24.564 15.879 0.19 0.20 -0.29
H 24.342 16.988 12.953 -0.38 -0.31 0.30
H 29.137 21.389 17.591 0.05 -0.27 -0.12
H 27.486 8.841 18.672 -0.52 -0.04 0.48
H 16.001 17.829 21.458 0.01 -0.30 0.00
H 23.331 19.072 17.724 -0.27 0.28 -0.12
H 15.360 14.409 16.144 -0.28 0.06 -0.17
H 20.913 17.091 18.912 0.02 0.14 0.26
H 36.157 14.941 11.224 -0.11 0.40 -0.16
H 28.193 17.832 11.554 0.20 0.28 -0.26
H 24.108 25.827 15.917 0.15 -0.27 -0.20
H 21.419 21.615 9.509 0.87 0.32 0.29
H 20.915 15.008 16.476 -0.24 0.00 0.13
H 16.221 17.105 14.271 -0.06 -0.18 0.09
H 23.454 23.437 9.261 -0.01 0.22 -0.03
H 25.441 24.008 21.094 -0.15 -0.37 0.01
H 20.110 23.265 15.690 -0.03 1.17 -0.12
H 27.654 18.095 13.870 0.08 0.47 -0.69
H 20.104 19.619 14.897 -0.15 -0.15 -0.15
H 18.304 14.602 11.283 -0.03 -0.55 0.09
H 29.751 16.668 16.509 -0.15 -0.48 0.32
H 17.420 14.639 17.472 -0.03 -0.14 -0.18
H 15.787 20.087 14.229 0.21 0.24 -0.05
H 17.791 16.182 10.785 0.58 -0.20 -0.01
H 28.609 19.492 7.771 0.24 0.09 -0.53
H 16.703 14.185 15.010 0.41 0.45 -0.84
H 20.397 18.657 16.292 0.13 0.06 0.45
H 15.602 21.837 14.371 0.00 -0.13 0.04
H 19.088 25.122 14.109 1.11 0.24 0.11
H 19.624 16.059 12.705 -0.39 0.17 -0.04
H 23.741 17.362 10.754 0.82 0.11 0.25
H 22.317 19.319 13.943 -0.45 -0.34 0.42
H 18.128 23.134 17.803 0.10 -0.03 0.17
H 29.370 13.603 13.867 0.49 0.28 -0.64
H 26.162 22.580 21.898 -0.06 0.17 -0.76
H 24.511 24.221 12.033 -0.28 0.13 0.01
H 19.312 15.597 16.058 -0.12 0.34 -0.18
H 31.790 18.145 10.645 -0.58 0.33 0.21
H 24.982 17.393 15.406 0.09 0.04 -0.10
H 31.851 17.660 17.405 -0.20 -0.07 0.19
H 19.296 13.445 15.169 -0.07 -0.33 -0.34
H 25.063 22.519 13.079 -0.01 0.35 -0.48
H 27.821 19.185 20.398 0.32 0.17 0.10
H 20.118 15.829 19.815 -0.04 0.21 -0.03
H 21.600 14.196 21.346 -0.01 0.51 0.15
H 30.251 17.501 11.311 0.15 -0.44 0.49
H 28.156 15.680 14.754 0.46 -0.53 -0.74
H 26.257 19.922 7.380 0.21 -0.22 0.31
H 24.836 21.002 12.130 0.39 0.04 0.12
H 22.310 13.357 12.282 -0.05 0.55 -0.11
H 19.014 10.916 16.741 0.04 0.22 -0.09
H 26.819 20.464 11.013 -0.76 0.68 -0.17
H 25.555 17.114 22.608 0.04 -0.11 0.33
H 20.680 15.371 11.570 -0.05 0.06 -0.38
H 31.709 14.018 14.002 0.02 -0.13 0.03
H 30.393 19.155 8.888 0.19 0.95 -1.05
H 32.978 16.468 12.802 -0.45 0.48 0.22
H 22.687 21.509 8.299 0.02 -0.66 0.39
H 20.729 19.784 19.471 0.01 -0.08 0.23
H 23.713 23.145 18.186 -0.50 -0.43 -0.79
H 18.958 15.301 9.802 0.22 -0.17 -0.68
H 24.441 20.844 17.276 -0.06 -0.38 0.01
H 24.014 18.677 12.753 0.21 0.05 0.39
H 29.405 19.864 20.030 0.40 0.29 0.04
H 17.617 17.151 17.208 0.74 -0.87 0.28
H 15.862 19.579 17.263 -0.04 -0.12 0.19
H 18.850 20.417 11.169 -0.03 0.40 0.00
H 25.954 22.664 20.059 0.52 -0.10 -0.09
H 27.360 16.191 16.167 -0.37 0.12 0.29
H 16.970 9.695 17.153 -0.03 1.11 -0.27
H 24.891 14.398 14.547 0.47 -0.84 -0.93
H 24.803 12.968 19.830 0.42 -0.46 -0.76
H 30.052 20.402 15.860 -0.02 0.12 0.05
H 23.015 10.744 12.401 0.26 -0.23 -0.17
H 19.466 17.452 19.815 -0.15 0.28 0.44
H 15.894 12.756 15.655 -0.35 0.55 -0.39
H 25.342 17.411 20.916 -0.45 -0.53 0.27
H 17.078 10.895 18.403 0.39 0.29 -0.31
H 13.492 18.656 22.905 -0.02 0.06 -0.41
H 20.597 20.165 10.825 -1.12 -0.64 0.28
H 30.885 17.021 9.702 -0.55 0.51 0.47
H 27.977 14.916 10.425 0.11 -0.18 0.12
H 20.735 22.566 18.242 -0.55 -0.19 0.25
H 24.834 20.511 20.131 0.92 0.57 -0.82
H 21.323 18.181 21.362 -0.31 -0.41 -0.25
H 21.959 18.713 11.667 -0.34 -0.41 0.29
H 21.443 14.950 13.906 -0.80 0.19 -0.09
H 27.560 18.524 15.596 0.04 -0.12 -0.40
H 15.994 17.172 16.561 0.16 0.33 -0.21
H 30.127 12.984 12.365 0.13 -0.30 0.13
H 25.330 11.573 12.221 0.16 0.09 -0.13
H 30.904 15.560 13.750 0.22 0.01 -0.45
H 20.007 21.322 13.257 -0.54 0.38 0.43
H 20.175 21.631 15.847 0.15 -0.27 -0.46
H 23.695 17.671 18.623 -0.13 -0.39 -0.26
H 32.051 17.134 15.707 -0.53 0.84 0.82
H 16.616 23.419 14.685 0.62 0.24 -0.21
H 20.265 12.804 16.527 0.23 -0.31 -0.41
H 16.177 21.160 12.850 0.01 -0.07 0.32
H 26.436 18.277 8.012 -0.29 -0.13 0.10
H 26.488 16.337 14.578 0.73 -0.39 0.55
H 24.423 22.226 10.082 0.96 -0.32 -0.25
H 21.217 20.181 17.842 -0.15 -0.01 -0.19
H 23.753 10.554 10.784 0.14 -0.56 -0.55
H 20.230 17.828 14.782 0.33 0.47 -0.06
H 27.477 22.477 16.254 -0.31 -0.50 0.86
H 19.635 18.601 12.743 0.39 0.70 0.80
H 27.027 9.725 20.152 0.05 -0.09 0.13
H 29.979 19.863 10.517 0.33 -0.01 -0.69
H 30.120 21.189 14.243 0.54 -0.45 0.27
H 31.906 18.897 16.109 -0.69 -1.22 0.47
H 16.013 11.229 17.082 -0.03 -0.27 -0.18
H 12.296 18.178 21.622 0.67 0.08 0.48
H 22.562 13.340 20.306 0.55 -0.58 -0.62
H 22.523 11.791 11.123 0.24 -0.22 -0.32
H 22.466 19.793 15.609 -0.15 0.26 0.03
H 23.152 16.311 22.831 0.18 0.30 -0.44
H 26.012 12.226 14.846 0.16 0.13 0.24
H 25.767 9.046 19.100 0.14 0.44 -0.17
H 23.294 14.052 21.753 0.24 -0.20 0.17
H 29.088 13.519 10.451 -0.04 -0.75 -0.34
H 24.545 19.119 15.134 0.66 -0.21 0.18
H 22.810 20.534 9.838 -0.11 -0.25 -0.34
H 17.665 17.729 13.482 -0.07 0.12 0.46
H 26.918 20.780 16.592 0.09 0.93 0.15
H 22.233 22.448 13.036 0.80 -0.56 0.28
H 22.408 24.546 13.594 0.15 0.19 -0.68
H 22.394 15.384 19.177 0.28 0.45 0.33
H 33.756 14.903 12.971 0.46 0.20 0.25
H 28.676 20.485 14.702 0.07 -0.24 0.57
H 24.911 21.781 15.805 0.34 -0.29 0.39
H 24.804 12.801 11.113 0.43 1.03 -1.14
H 23.540 24.880 10.718 0.16 0.45 -0.07
H 25.183 15.737 21.576 0.14 0.10 -0.05
H 15.645 19.520 21.933 -0.14 -0.70 -0.48
H 18.424 18.072 11.709 0.16 0.22 -0.56
H 33.059 16.196 10.353 -0.56 -0.12 -0.34
H 17.847 20.981 15.473 -0.28 0.20 -0.70
H 28.295 22.366 18.768 -0.19 -0.55 0.20
H 22.538 17.588 9.515 -0.25 -0.15 0.49
H 24.808 25.194 17.358 -0.06 -0.09 1.36
H 28.044 10.868 18.161 -0.37 0.18 -0.20
H 24.004 15.492 19.909 -0.11 -0.17 -0.26
H 26.915 13.259 17.343 0.27 0.54 -0.55
H 34.504 16.533 11.100 0.95 0.37 0.37
H 22.422 13.797 14.887 -0.36 0.10 -0.43
H 25.835 19.631 9.062 0.20 -0.37 -0.20
H 22.089 20.688 21.287 -0.08 0.28 0.01
H 23.038 15.364 14.459 -0.22 0.19 -0.09
H 17.582 19.579 17.644 -0.05 -0.32 0.46
H 25.616 18.048 13.137 0.84 0.54 -0.12
H 35.963 13.684 10.031 0.27 -0.33 -0.16
H 27.205 19.756 12.618 -0.04 0.21 -0.95
H 29.448 18.369 16.872 0.22 -0.17 0.49
H 26.467 10.708 17.342 0.16 -0.15 -0.51
H 26.875 12.332 13.374 0.41 -0.40 -1.26
H 27.113 13.615 14.505 0.32 -0.36 0.35
H 21.530 25.094 12.129 0.51 0.27 0.34
H 13.469 17.041 22.231 0.54 -0.55 -0.17
H 15.536 20.130 19.561 0.36 0.20 0.09
H 21.786 17.288 16.804 0.51 -0.14 0.28
H 19.352 19.444 9.791 -0.05 -0.14 0.03
H 20.168 22.154 19.872 -0.28 0.37 0.65
H 17.139 19.596 20.351 -0.24 0.50 -0.80
H 17.819 16.394 14.579 0.36 -0.86 0.35
H 24.756 11.241 19.616 -0.10 -0.13 -0.09
H 24.521 20.289 21.795 -0.33 0.73 -0.12
H 20.866 16.592 21.959 0.47 0.11 -0.73
H 17.990 23.679 15.698 0.47 -0.49 0.40
H 29.707 15.135 10.261 0.51 0.34 -0.02
H 28.304 12.962 18.371 -0.07 0.06 0.11
H 26.843 14.311 20.204 -0.17 -0.35 -0.16
H 17.941 22.711 19.526 -0.15 -0.41 -0.42
H 22.910 19.373 20.453 -0.16 0.00 -0.07
H 23.274 18.043 22.419 0.37 -1.08 -0.60
H 17.807 24.988 12.960 -0.38 -0.15 -0.70
H 25.615 14.535 12.934 0.05 0.09 -0.26
H 23.170 16.237 16.483 0.07 0.06 0.37
H 28.061 20.895 20.767 0.52 -0.23 -0.50
```
Positions in Å, forces in eV/Å.

***

# 2
Formula: C5H8O
Source: the OMol25 dataset
Level of theory: the ωB97M-V functional and the def2-TZVPD basis

Results
Frontier orbital gap = 0.394 hartree
SMILES string = C=CC(O)C=C
Energy above the lowest of the compared OMol25 structures with the same formula, charge and spin = 283.9 kJ/mol
LUMO level = 1.01 eV

Geometry as XYZ:
```
14
Properties=species:S:1:pos:R:3:forces:R:3
O 1.451 0.945 -0.526 -0.51 -0.01 1.35
C -0.938 0.350 -2.238 2.42 2.61 2.49
C -0.754 0.069 -0.938 -0.71 -0.68 1.12
C 0.286 0.506 0.200 -1.21 -0.28 -1.71
C 0.337 -1.009 2.337 2.40 -2.17 -3.38
C 0.664 -0.713 1.012 -2.57 2.09 4.85
H 0.731 -1.982 2.802 -0.34 1.50 -1.02
H -0.241 -0.505 3.038 -1.27 1.37 0.51
H -1.507 -0.622 -0.528 0.35 0.11 -0.05
H 1.399 -1.224 0.551 2.07 -2.26 -1.52
H -1.798 0.064 -2.699 -2.17 -1.32 -1.27
H -0.473 1.220 -2.724 0.48 -0.70 0.01
H 1.039 1.574 -1.109 0.41 0.63 -0.76
H -0.195 1.327 0.821 0.63 -0.89 -0.62
```
Positions in Å, forces in eV/Å.

***

# 3
Formula: CH4NO2
Source: the OMol25 dataset
Level of theory: the ωB97M-V functional and the def2-TZVPD basis

Results
Frontier orbital gap (alpha / beta) = 0.309 / 0.268 hartree
Total charge = +1
Energy above the lowest of the compared OMol25 structures with the same formula, charge and spin = 459.9 kJ/mol
Multiplicity = 3
LUMO level (alpha / beta) = -4.24 / -10.39 eV

Geometry as XYZ:
```
8
Properties=species:S:1:pos:R:3:forces:R:3
O 1.472 -0.552 0.383 -1.02 -2.43 -1.46
O 1.066 0.692 -0.073 -0.37 2.27 1.29
N -0.946 -0.447 -0.445 8.38 -8.93 -4.53
C -1.731 0.309 -0.047 -5.40 7.77 5.50
H 1.333 -0.560 1.338 0.21 0.66 0.80
H 1.016 0.612 -1.029 0.44 -0.37 -0.79
H -2.534 0.972 -0.138 -1.61 0.19 -0.78
H 0.324 -1.027 0.011 -0.64 0.83 -0.03
```
Positions in Å, forces in eV/Å.

***

| no. | strongest force on any atom (eV/Å) |
| --- | --- |
| 1 | 2.92 |
| 2 | 5.88 |
| 3 | 13.05 |